# 1
{"formula": "C5H12N2O", "method": "wB97M-V/def2-TZVPD", "species": ["C", "C", "N", "C", "O", "C", "C", "N", "H", "H", "H", "H", "H", "H", "H", "H", "H", "H", "H", "H"], "xyz": [[0.18683, -2.14486, 0.27790], [0.74436, -0.76110, 0.03410], [1.27489, -0.14485, 1.21493], [0.11873, 1.06148, 0.91860], [0.76021, 2.24996, 0.70028], [-0.48874, 0.41293, -0.27392], [-0.31575, 1.08820, -1.61539], [-1.86150, 0.01825, -0.07142], [-0.45016, -2.15946, 1.16184], [-0.37965, -2.50038, -0.58187], [1.01792, -2.82633, 0.46135], [1.38712, -0.74231, -0.85499], [2.22386, 0.19684, 1.09195], [-0.47559, 1.04061, 1.83530], [1.22454, 2.50515, 1.50968], [-1.04506, 1.88888, -1.73358], [0.68136, 1.51400, -1.69841], [-0.46370, 0.36314, -2.41778], [-1.98852, -0.42385, 0.83152], [-2.15114, -0.63630, -0.79009]], "e_above_lowest_kj_mol": 263.4, "multiplicity": 1, "charge": 0, "homo_energy_ev": -8.23}

=====

# 2
{"formula": "C5H9B", "method": "wB97M-V/def2-TZVPD", "species": ["B", "C", "C", "C", "C", "C", "H", "H", "H", "H", "H", "H", "H", "H", "H"], "xyz": [[-1.17178, -0.21755, -0.03168], [0.34944, -0.14235, 0.53287], [1.66190, -0.15329, -0.11064], [-0.34856, -1.44682, 0.21664], [2.80065, 0.42997, 0.27922], [-2.35210, 0.71840, -0.37035], [0.43090, 0.19170, 1.51752], [1.54090, -0.66831, -1.15180], [-0.04956, -1.90690, -0.70535], [-0.47296, -2.15285, 1.10063], [2.83802, 0.93901, 1.32678], [3.68185, 0.32111, -0.28373], [-2.57124, 1.08945, 0.61940], [-3.21197, 0.18644, -0.77420], [-2.22448, 1.50913, -1.13050]], "e_above_lowest_kj_mol": 33.4, "multiplicity": 3, "charge": 0, "homo_energy_ev": [-4.95, -9.54]}

=====

# 3
{"formula": "C65H65N15O3S2", "method": "wB97M-V/def2-TZVPD", "species": ["C", "C", "O", "N", "C", "C", "O", "C", "C", "C", "C", "C", "S", "C", "N", "N", "C", "O", "C", "N", "S", "N", "C", "C", "C", "H", "H", "H", "H", "H", "H", "H", "H", "H", "H", "H", "H", "H", "H", "H", "N", "C", "C", "C", "C", "C", "H", "H", "H", "H", "H", "N", "C", "C", "C", "C", "C", "H", "H", "H", "H", "H", "N", "C", "C", "C", "C", "C", "H", "H", "H", "H", "H", "N", "C", "C", "C", "C", "C", "H", "H", "H", "H", "H", "N", "C", "C", "C", "C", "C", "H", "H", "H", "H", "H", "N", "C", "C", "C", "C", "C", "H", "H", "H", "H", "H", "N", "C", "C", "C", "C", "C", "H", "H", "H", "H", "H", "N", "C", "C", "C", "C", "C", "H", "H", "H", "H", "H", "N", "C", "C", "C", "C", "C", "H", "H", "H", "H", "H", "N", "C", "C", "C", "C", "C", "H", "H", "H", "H", "H"], "xyz": [[0.20365, 3.66840, -3.94615], [-0.40253, 4.12732, -2.61729], [0.10282, 5.06600, -2.05041], [-1.54401, 3.47897, -1.97733], [-2.57533, 3.12124, -2.92692], [-3.04241, 1.68194, -3.20114], [-3.12484, 4.02093, -3.52219], [-1.15954, 2.41826, -1.10504], [0.17450, 1.79395, -1.17201], [0.58725, 0.81272, -0.33303], [2.01537, 0.25994, -0.46116], [1.97204, -1.11289, -1.17574], [1.78202, -0.78832, -2.97744], [0.86456, -2.21095, -3.51038], [1.19981, -3.15054, -4.33489], [0.19020, -4.05057, -4.42866], [-0.75527, -3.63967, -3.63081], [-0.38408, -2.48740, -3.02893], [-0.28499, 0.29462, 0.69608], [0.00346, -0.63812, 1.58922], [-1.36603, -0.75050, 2.49228], [-2.29912, 0.33606, 1.75111], [-1.62312, 0.90619, 0.74873], [-2.03335, 1.94254, -0.15090], [-3.45361, 2.51451, -0.01938], [-0.04788, 2.63644, -4.24034], [1.30220, 3.69845, -3.82703], [-0.03189, 4.41259, -4.72516], [-3.25919, 1.61541, -4.28044], [-4.00830, 1.51962, -2.69305], [-2.31433, 0.90680, -2.91140], [0.89547, 2.12191, -1.93236], [2.62860, 1.00775, -0.99117], [2.44246, 0.16564, 0.55456], [2.84097, -1.75487, -0.94579], [1.09403, -1.69568, -0.84029], [-1.72870, -4.09119, -3.42866], [-3.83395, 2.26139, 0.98217], [-3.40329, 3.60559, -0.16084], [-4.15043, 2.07599, -0.75114], [3.16475, 3.35619, -5.36293], [3.24894, 4.07248, -6.48527], [4.23498, 3.89293, -7.44226], [5.19194, 2.91618, -7.22163], [5.12490, 2.16146, -6.06218], [4.09546, 2.41954, -5.17117], [2.48000, 4.82725, -6.61316], [4.25238, 4.50218, -8.33572], [5.97999, 2.74500, -7.94447], [5.85340, 1.38980, -5.85342], [3.99973, 1.85177, -4.25115], [3.27497, 3.25477, -0.68320], [4.58068, 3.05375, -0.48580], [5.36999, 3.85458, 0.32459], [4.77138, 4.92798, 0.96462], [3.41940, 5.15515, 0.77321], [2.72082, 4.29280, -0.05434], [5.00472, 2.20280, -1.00995], [6.42348, 3.64312, 0.45032], [5.35275, 5.57955, 1.60581], [2.91667, 5.98086, 1.25425], [1.65875, 4.42980, -0.23207], [-4.04265, -4.96540, -3.55922], [-4.93131, -4.32174, -4.31911], [-6.30108, -4.37879, -4.11871], [-6.77889, -5.15056, -3.07247], [-5.87475, -5.82895, -2.27209], [-4.52447, -5.70208, -2.55576], [-4.51090, -3.73325, -5.12756], [-6.97494, -3.83352, -4.76540], [-7.84271, -5.22237, -2.88308], [-6.20845, -6.44209, -1.44614], [-3.77926, -6.21181, -1.95467], [3.26163, 10.48906, -0.28961], [2.82621, 9.50349, 0.49623], [2.00406, 8.47623, 0.06033], [1.60610, 8.47015, -1.26663], [2.04549, 9.48545, -2.09983], [2.86870, 10.46455, -1.56390], [3.16053, 9.55032, 1.52756], [1.68263, 7.70118, 0.74186], [0.96277, 7.68432, -1.64544], [1.75736, 9.51781, -3.14191], [3.24011, 11.27723, -2.17908], [3.12558, -6.74475, -2.76087], [2.88767, -5.43027, -2.75499], [3.63248, -4.51764, -2.02376], [4.68033, -4.99224, -1.25161], [4.94313, -6.35239, -1.24151], [4.14048, -7.18045, -2.01143], [2.06049, -5.10693, -3.36869], [3.39593, -3.46299, -2.06061], [5.28577, -4.31085, -0.66528], [5.75260, -6.76186, -0.65201], [4.31105, -8.25138, -2.03818], [-5.14551, -2.58947, 5.06229], [-3.89127, -2.38535, 4.65379], [-2.78721, -3.01044, 5.21093], [-2.99334, -3.89668, 6.25554], [-4.28614, -4.12287, 6.69739], [-5.32110, -3.44867, 6.06881], [-3.78053, -1.68075, 3.83591], [-1.79248, -2.80825, 4.83737], [-2.15677, -4.40473, 6.71915], [-4.48835, -4.80676, 7.51044], [-6.35112, -3.59633, 6.37829], [-7.73350, 0.46317, 5.95014], [-6.43720, 0.22615, 6.16231], [-5.63578, 1.00672, 6.98214], [-6.20992, 2.09718, 7.61471], [-7.55414, 2.36207, 7.40687], [-8.26708, 1.51685, 6.57094], [-6.03494, -0.63650, 5.64245], [-4.58997, 0.76571, 7.12000], [-5.61799, 2.73273, 8.26216], [-8.03897, 3.20392, 7.88257], [-9.32284, 1.68224, 6.38159], [8.25883, -7.19857, -2.70260], [7.71136, -6.24287, -3.45549], [8.39554, -5.55477, -4.44604], [9.72519, -5.87342, -4.66613], [10.31443, -6.86168, -3.89436], [9.53994, -7.49094, -2.93218], [6.67007, -6.02690, -3.24464], [7.89887, -4.79019, -5.02810], [10.29548, -5.35853, -5.42967], [11.35045, -7.13898, -4.03532], [9.95678, -8.27297, -2.30649], [6.37506, 2.17581, 5.08793], [5.55781, 1.91032, 6.10775], [4.18291, 2.08524, 6.06054], [3.62367, 2.56718, 4.88862], [4.45455, 2.85150, 3.81714], [5.81545, 2.63718, 3.96866], [6.04113, 1.53843, 7.00472], [3.56828, 1.85042, 6.91917], [2.55393, 2.71928, 4.81075], [4.05664, 3.22939, 2.88560], [6.50462, 2.84185, 3.15580], [-11.44327, -3.66824, 4.84601], [-11.11582, -2.37396, 4.86165], [-9.81525, -1.90493, 4.75677], [-8.79287, -2.83070, 4.63184], [-9.10958, -4.17986, 4.61518], [-10.44406, -4.54259, 4.72339], [-11.94885, -1.68652, 4.96452], [-9.60580, -0.84481, 4.77287], [-7.76181, -2.50413, 4.54811], [-8.33949, -4.93459, 4.51952], [-10.74003, -5.58653, 4.71145]], "multiplicity": 1, "charge": 0, "homo_energy_ev": -8.91}

=====

# 4
{"formula": "C28H34N2O2S2Zn", "method": "wB97M-V/def2-TZVPD", "species": ["Zn", "C", "C", "N", "C", "C", "C", "C", "C", "C", "C", "C", "C", "N", "C", "H", "H", "H", "H", "H", "H", "H", "H", "C", "S", "C", "O", "H", "H", "H", "H", "H", "H", "C", "C", "C", "C", "C", "C", "C", "C", "C", "C", "H", "H", "H", "H", "H", "H", "H", "H", "H", "H", "H", "H", "O", "S", "C", "C", "C", "C", "H", "H", "H", "H", "H", "H", "H", "H"], "xyz": [[0.43730, 0.08926, -0.14395], [-0.25008, -0.08888, -4.48866], [0.29639, 0.40329, -3.31809], [0.68533, -0.35998, -2.29775], [0.48208, -1.71833, -2.40027], [-0.07134, -2.30660, -3.57349], [-0.42834, -1.47389, -4.61587], [-0.24245, -3.73586, -3.60314], [0.09786, -4.50009, -2.54727], [0.62587, -3.91846, -1.33565], [0.98479, -4.66270, -0.22872], [1.46665, -4.00313, 0.92476], [1.52566, -2.63096, 0.92937], [1.20012, -1.86482, -0.12527], [0.78746, -2.50629, -1.28402], [-0.53416, 0.58818, -5.28196], [0.44657, 1.47291, -3.19364], [-0.85094, -1.89877, -5.51903], [-0.65718, -4.18439, -4.49898], [-0.03098, -5.57589, -2.58272], [0.89747, -5.74257, -0.25352], [1.77726, -4.56029, 1.79738], [1.84728, -2.09594, 1.81845], [4.14352, -0.78671, -1.20595], [3.30033, 0.80160, -1.21366], [3.71010, 1.23217, -2.91721], [4.13754, 1.72068, -0.37314], [5.21190, -0.59805, -1.30620], [3.75833, -1.40330, -2.02056], [3.92342, -1.27025, -0.25611], [3.27707, 0.49451, -3.59292], [4.79526, 1.27378, -3.00000], [3.27978, 2.21359, -3.11131], [-1.99162, 2.07890, 1.68234], [-2.30815, 0.67174, 1.14492], [-1.87239, -0.32470, 2.23879], [-1.49946, 0.44210, -0.11673], [-3.80235, 0.50338, 0.84897], [-4.34235, -0.76845, 0.64804], [-5.68935, -0.94818, 0.37482], [-6.53895, 0.14709, 0.28738], [-6.01390, 1.41915, 0.44764], [-4.66100, 1.59223, 0.71917], [-0.94159, 2.09984, 1.98869], [-2.61508, 2.33309, 2.54447], [-2.12169, 2.83615, 0.90767], [-0.80241, -0.20389, 2.43239], [-2.04031, -1.36093, 1.94659], [-2.42262, -0.13254, 3.16477], [-2.01890, -0.19425, -0.83871], [-3.69943, -1.63934, 0.69071], [-6.07988, -1.94889, 0.23557], [-7.59535, 0.00813, 0.09269], [-6.66105, 2.28443, 0.37081], [-4.28247, 2.60051, 0.82470], [1.62945, 0.82585, 1.45962], [2.73464, 1.45437, 2.28202], [1.92111, 1.80644, 3.88900], [2.08460, 3.30022, 4.14471], [1.86119, 3.96374, 2.78728], [2.77603, 3.21790, 1.82697], [2.37880, 1.17678, 4.65094], [0.87649, 1.52302, 3.75386], [3.10207, 3.50899, 4.48806], [1.39398, 3.65998, 4.90706], [2.08634, 5.02981, 2.81041], [0.81886, 3.84435, 2.48302], [3.81901, 3.52776, 1.92207], [2.48784, 3.26139, 0.77840]], "e_above_lowest_kj_mol": 174.9, "multiplicity": 1, "charge": 0, "homo_energy_ev": [-7.05, -4.68]}

=====

Per-record E, Ha: -382.40222, -220.53369, -4359.23874, -3922.95298